Computed, not measured: a molecular structure, C36H33BrN3O4PtSSi, with wB97M-V/def2-TZVPD.

* LUMO level: 2.4 eV
* E: -5238.08774 a.u.
* E_HOMO: -5.022 eV
* charge: -1
* frontier orbital gap: 7.41 eV

```
80
C36H33BrN3O4PtSSi, DFT wB97M-V/def2-TZVPD
Pt 0.24193 -1.08090 0.91402
Br -0.98637 2.45474 7.57229
S 2.30424 -1.96037 1.51150
Si -1.96076 1.34845 0.06366
O -0.82554 -1.55485 2.47346
O -0.66134 0.73999 0.80345
O -1.53896 -1.89854 4.53235
O 0.77013 -1.01636 -1.00040
N 1.25330 1.91722 4.17393
N 2.78378 -2.20654 -1.19878
N 4.51753 -2.53369 0.22636
C -1.56734 3.58832 1.76804
C -0.25502 -1.66281 -4.88514
C -0.81904 0.56384 5.43983
C -2.50710 2.87971 1.00441
C -3.24017 5.18804 2.44264
C 1.32638 -1.86136 -3.07494
C 3.20274 -2.23505 0.08257
C 0.73888 0.78882 3.65968
C -2.37673 2.94833 -3.77658
C -1.17153 2.61832 -4.38983
C -0.44850 1.53975 -2.35919
C -3.94189 -0.40417 -1.10593
C -2.61043 2.56973 -2.45984
C -4.19028 4.49987 1.69770
C -0.29948 0.07363 4.24917
C -3.99462 -0.19400 1.28266
C 0.72369 2.38880 5.30105
C -5.52897 -1.68157 0.17819
C 2.30418 -2.25896 -3.98100
C -1.92859 4.72865 2.47933
C 5.91769 -1.61806 -1.61538
C 0.04437 -1.56286 -3.53261
C 5.34772 -2.85442 -0.93952
C 5.21032 -2.53960 1.51828
C -0.30611 1.73496 5.95434
C -3.42589 0.17942 0.05593
C 2.00747 -2.35146 -5.33447
C -3.82513 3.35675 0.99243
C -4.98708 -1.32406 -1.04864
C -5.03175 -1.11376 1.34739
C -0.91281 -1.21998 3.73489
C -1.65572 1.85306 -1.72477
C 0.72806 -2.05073 -5.78809
C -0.20784 1.91529 -3.68037
C 1.64233 -1.69047 -1.61099
C 5.18493 -3.90140 2.19730
H 6.54334 -1.04479 -0.92564
H -1.18690 5.25312 3.07191
H 4.74842 -3.42201 -1.64318
H 0.49983 -2.11259 -6.84578
H -0.98637 2.91129 -5.41692
H 5.78874 -3.88576 3.11033
H -4.58600 2.81610 0.43464
H -1.25450 -1.42917 -5.23469
H -1.61028 0.01443 5.92939
H 5.58579 -4.67509 1.53642
H -0.70623 -1.24624 -2.81887
H 6.52755 -1.89632 -2.47899
H 2.77636 -2.65350 -6.03631
H -0.54453 3.22267 1.82362
H -5.44601 -1.39559 2.30808
H -6.32771 -2.41278 0.22760
H 6.23920 -2.23200 1.32287
H -3.61241 0.23837 2.20473
H 1.13164 3.31305 5.70040
H -5.21678 4.84676 1.67653
H 4.76268 -1.78722 2.16183
H 0.73322 1.65565 -4.15363
H 6.15059 -3.50017 -0.57986
H -3.52409 6.07150 3.00383
H 1.18377 0.45504 2.73866
H -3.55625 2.83925 -1.99480
H -5.37182 -1.76545 -1.96090
H -3.13175 3.49980 -4.32514
H 5.10456 -0.97426 -1.95699
H 0.30633 0.98847 -1.81172
H -3.52292 -0.13637 -2.07167
H 3.29641 -2.48590 -3.61109
H 4.16144 -4.17002 2.46493
```